# 1
Here is a molecular structure, C27H18F3N6O2RuS2 from the OMol25 dataset. Energies are from wB97M-V/def2-TZVPD.

Properties
HOMO (spin up / spin down) = -0.1 / -3.4 eV
2S+1 = 6
energy relative to the best compared isomer or geometry (same formula, charge and spin) = 26.88 kJ/mol
total charge = -2
largest force on an atom = 2.01 eV/A

Positions of all 59 atoms, in Å:
Ru -0.29 -0.12 -0.22
C -3.10 -4.09 -0.86
C -2.08 -3.10 -0.36
S -1.83 -1.76 -1.40
C -1.41 -3.27 0.81
C -1.60 -4.47 1.70
S -0.28 -2.14 1.43
H -3.50 -3.74 -1.81
H -3.92 -4.19 -0.15
H -2.65 -5.07 -1.01
H -2.09 -5.29 1.19
H -2.20 -4.18 2.56
H -0.63 -4.79 2.07
C 0.90 4.05 -1.03
C 2.04 3.88 -1.81
C 2.53 2.61 -2.02
C 1.88 1.51 -1.45
N 0.77 1.70 -0.69
C 0.30 2.93 -0.49
C 2.27 0.13 -1.66
C 3.44 -0.26 -2.30
C 3.68 -1.60 -2.57
C 2.75 -2.55 -2.19
C 1.61 -2.17 -1.50
C 1.34 -0.83 -1.20
H 0.48 5.03 -0.85
H 2.53 4.74 -2.25
H 3.40 2.46 -2.64
H -0.60 3.01 0.09
H 4.18 0.47 -2.60
H 4.60 -1.90 -3.06
H 2.90 -3.59 -2.44
H 0.90 -2.93 -1.20
N 4.15 2.21 5.93
C 3.51 1.83 5.04
C 2.74 1.38 3.98
C 1.52 2.02 3.62
C 0.80 1.57 2.56
N 1.17 0.53 1.78
C 2.32 -0.10 2.12
C 3.11 0.27 3.17
H 1.18 2.87 4.20
H -0.14 2.04 2.29
H 2.59 -0.94 1.49
H 4.02 -0.27 3.38
F -3.17 1.16 -4.62
C -2.38 2.12 -4.08
F -3.09 3.26 -4.17
F -1.36 2.27 -4.96
C -1.88 1.79 -2.58
O -1.09 0.85 -2.53
O -2.35 2.52 -1.73
N -1.87 0.63 0.76
C -2.86 0.50 1.37
C -4.00 0.32 2.10
C -4.69 1.40 2.65
N -5.27 2.27 3.13
C -4.45 -0.97 2.37
N -4.84 -2.03 2.62

# 2
Here is a gas-phase ion, C27H18F4N (charge +1) from the OMol25 dataset. Energies are from wB97M-V/def2-TZVPD.

Properties
HOMO = -11.8 eV
SMILES = Fc1cc(F)cc(C(CC=[N+]2c3ccccc3-c3ccccc32)c2cc(F)cc(F)c2)c1
energy relative to the best compared isomer or geometry (same formula, charge and spin) = 129.46 kJ/mol
total charge = +1
largest force on an atom = 5.26 eV/A

Positions of all 50 atoms, in Å:
C 3.50 -0.04 2.96
C 2.41 0.85 3.00
C 1.14 0.29 3.09
C 0.92 -1.09 3.14
C 2.01 -1.97 3.08
C 3.27 -1.44 2.99
C -0.52 -1.29 3.21
C -1.12 0.00 3.22
C -2.48 0.17 3.11
C -3.29 -0.96 3.08
C -2.71 -2.25 3.16
C -1.34 -2.40 3.21
N -0.09 0.98 3.15
C -0.25 2.34 3.16
C -1.36 3.11 3.59
H 4.52 0.37 2.91
H 2.51 1.95 2.96
H 1.80 -3.05 3.11
H 4.14 -2.08 2.96
H -2.88 1.21 3.05
H -4.37 -0.83 2.99
H -3.38 -3.09 3.17
H -0.87 -3.40 3.26
H 0.62 2.89 2.81
H -2.17 3.40 2.72
H -1.80 2.58 4.53
F -0.72 5.76 -1.40
C -0.24 5.78 -0.12
C 1.02 6.28 0.09
C 1.41 6.31 1.40
F 2.68 6.75 1.68
C 0.59 5.95 2.49
C -0.63 5.29 2.20
C -1.48 4.69 3.34
C -2.82 5.45 3.63
C -3.01 6.18 4.83
C -4.32 6.57 5.13
F -4.59 7.02 6.40
C -5.34 6.60 4.22
C -5.04 6.04 2.99
F -6.02 6.03 2.03
C -3.80 5.54 2.64
C -1.11 5.35 0.89
H 1.64 6.64 -0.71
H 0.96 5.99 3.50
H -0.91 4.66 4.27
H -2.24 6.23 5.57
H -6.30 7.08 4.42
H -3.66 5.08 1.68
H -2.05 4.89 0.64

# 3
Here is a molecular structure, C27H19AsN10O3S2Ti from the OMol25 dataset. Energies are from wB97M-V/def2-TZVPD.

Properties
HOMO (spin up / spin down) = -0.9 / -0.8 eV
total charge = -2
largest force on an atom = 2.93 eV/A

Positions of all 63 atoms, in Å:
Ti 1.36 0.07 -0.63
N 1.18 1.35 -3.87
C 2.05 1.95 -2.96
N 2.92 2.88 -3.27
N 3.52 3.17 -2.09
N 3.02 2.46 -1.14
N 2.06 1.66 -1.65
C 0.77 0.06 -3.61
N 0.46 -0.85 -4.51
N 0.14 -1.94 -3.79
N 0.24 -1.70 -2.54
N 0.63 -0.42 -2.36
H 1.41 1.52 -4.84
S -0.25 -0.13 3.41
C -1.40 -1.36 3.08
C -1.91 -2.18 4.12
C -2.74 -3.24 3.86
C -3.12 -3.54 2.55
C -2.66 -2.74 1.52
C -1.85 -1.63 1.76
As -1.07 -0.64 0.24
C -2.58 -1.08 -0.98
C -2.54 -2.23 -1.77
C -3.60 -2.58 -2.59
C -4.75 -1.80 -2.62
C -4.82 -0.67 -1.82
C -3.74 -0.31 -1.02
C -1.63 1.24 0.41
C -2.33 1.79 1.48
C -2.55 3.16 1.54
C -2.07 3.99 0.53
C -1.42 3.44 -0.56
C -1.22 2.07 -0.63
H -1.59 -1.96 5.13
H -3.10 -3.86 4.67
H -3.77 -4.38 2.34
H -2.96 -2.97 0.50
H -1.65 -2.85 -1.75
H -3.54 -3.47 -3.22
H -5.58 -2.07 -3.27
H -5.71 -0.06 -1.83
H -3.81 0.58 -0.41
H -2.68 1.15 2.27
H -3.07 3.59 2.39
H -2.21 5.07 0.59
H -1.07 4.08 -1.37
H -0.74 1.65 -1.50
O 1.36 1.17 0.98
C 2.28 0.32 1.28
N 2.02 -1.03 1.00
S 3.35 -1.52 0.25
O 3.67 -2.92 0.34
O 3.19 -1.01 -1.14
C 4.48 -0.46 1.10
C 5.85 -0.44 1.23
C 6.44 0.68 1.81
C 5.64 1.78 2.17
C 4.27 1.78 2.02
C 3.66 0.62 1.52
H 6.45 -1.27 0.87
H 7.51 0.72 1.95
H 6.12 2.67 2.57
H 3.67 2.63 2.27

# 4
Here is a molecular structure, C27H19BrI2IrNOSi from the OMol25 dataset. Energies are from wB97M-V/def2-TZVPD.

Properties
HOMO (spin up / spin down) = -11.2 / -11.3 eV
2S+1 = 2
energy relative to the best compared isomer or geometry (same formula, charge and spin) = 34.72 kJ/mol
total charge = +1
largest force on an atom = 0.35 eV/A

Positions of all 53 atoms, in Å:
Ir 1.12 -1.14 -1.42
I -0.20 -4.64 2.18
C 1.13 -3.06 2.22
C 1.82 -2.74 3.41
C 2.66 -1.66 3.49
I 3.60 -1.24 5.29
C 2.88 -0.84 2.34
C 3.71 0.29 2.27
C 3.83 0.98 1.09
C 3.10 0.58 -0.04
N 2.29 -0.47 0.02
C 2.18 -1.19 1.18
C 1.30 -2.28 1.11
O 0.66 -2.45 -0.06
H 1.66 -3.37 4.28
H 4.27 0.60 3.14
H 4.47 1.84 1.00
H 3.16 1.09 -0.98
C -0.61 4.21 -3.40
C -1.63 3.30 -3.57
C -1.66 2.13 -2.81
C -0.66 1.87 -1.87
C 0.36 2.81 -1.71
C 0.39 3.97 -2.46
Si -0.78 0.31 -0.89
C -0.73 0.52 0.94
C -1.03 -0.54 1.81
C -0.91 -0.39 3.18
C -0.47 0.82 3.71
C -0.18 1.88 2.87
C -0.31 1.74 1.50
C -1.95 -0.95 -1.57
C -2.99 -1.50 -0.83
C -3.77 -2.52 -1.35
C -3.49 -3.04 -2.61
C -2.45 -2.51 -3.37
C -1.69 -1.47 -2.85
H -0.58 5.12 -3.99
H -2.41 3.49 -4.30
H -2.46 1.42 -2.97
H 1.15 2.64 -0.98
H 1.20 4.68 -2.33
H -1.34 -1.50 1.41
H -1.15 -1.22 3.84
H -0.37 0.93 4.79
H 0.14 2.83 3.28
H -0.10 2.58 0.86
H -3.22 -1.12 0.16
H -4.59 -2.93 -0.77
H -4.09 -3.84 -3.01
H -2.25 -2.90 -4.36
H -0.92 -1.02 -3.48
Br 1.94 -0.13 -3.39

# 5
Here is a molecular structure, C27H19Cl2F5N3O2RhS3 from the OMol25 dataset. Energies are from wB97M-V/def2-TZVPD.

Properties
HOMO (spin up / spin down) = -7.9 / -7.9 eV
energy relative to the best compared isomer or geometry (same formula, charge and spin) = 250.11 kJ/mol
largest force on an atom = 1.77 eV/A

Positions of all 62 atoms, in Å:
Rh -0.94 -1.86 -0.76
Cl -2.74 -3.45 -1.66
C -3.41 -4.18 -0.24
C -4.32 -5.21 -0.41
C -4.87 -5.82 0.70
C -4.50 -5.40 1.97
C -3.59 -4.37 2.13
Cl -3.13 -3.87 3.71
C -3.03 -3.72 1.02
S -1.96 -2.37 1.28
H -4.59 -5.52 -1.41
H -5.58 -6.62 0.58
H -4.93 -5.87 2.85
C 2.26 5.73 -3.01
C 2.26 5.26 -1.58
C 1.17 4.59 -1.04
C 1.17 4.16 0.28
C 2.28 4.39 1.09
N 2.35 3.98 2.44
C 1.56 3.15 3.20
O 1.45 3.31 4.39
N 0.89 2.10 2.57
C 1.26 1.30 1.50
C 2.49 1.35 0.86
C 2.72 0.54 -0.24
C 1.73 -0.31 -0.67
N 0.57 -0.41 -0.02
C 0.34 0.36 1.03
C 3.37 5.07 0.56
C 3.35 5.51 -0.75
H 1.36 5.41 -3.53
H 3.12 5.32 -3.54
H 2.32 6.82 -3.06
H 0.31 4.39 -1.66
H 0.30 3.66 0.67
H 2.92 4.58 3.02
H 0.16 1.74 3.16
H 3.28 1.99 1.24
H 3.68 0.56 -0.74
H 1.86 -0.94 -1.54
H -0.60 0.20 1.55
H 4.23 5.27 1.19
H 4.21 6.04 -1.14
F 1.53 -2.73 1.24
C 1.55 -3.53 0.17
C 0.65 -3.33 -0.86
C 0.74 -4.20 -1.92
F -0.10 -4.05 -2.97
C 1.66 -5.23 -1.98
F 1.70 -6.06 -3.02
C 2.55 -5.40 -0.93
F 3.44 -6.38 -0.96
C 2.50 -4.54 0.15
F 3.36 -4.69 1.16
C -4.79 2.05 -0.47
O -4.04 1.02 -1.11
C -2.72 1.10 -1.11
S -1.87 2.32 -0.39
S -1.93 -0.13 -2.02
H -5.82 1.72 -0.47
H -4.69 2.98 -1.03
H -4.44 2.21 0.54

# 6
Here is a molecular structure, C27H19CrI2N6OPSe2 from the OMol25 dataset. Energies are from wB97M-V/def2-TZVPD.

Properties
HOMO (spin up / spin down) = -10.1 / -10.3 eV
2S+1 = 4
energy relative to the best compared isomer or geometry (same formula, charge and spin) = 199.15 kJ/mol
total charge = +1
largest force on an atom = 2.18 eV/A

Positions of all 59 atoms, in Å:
Cr -0.94 -0.49 1.29
N 2.82 -2.02 2.43
C 2.11 -1.51 1.41
N 0.87 -1.29 1.81
C 0.88 -1.70 3.13
N 2.06 -2.14 3.51
C -0.36 -1.64 3.84
C -0.58 -2.08 5.15
N -1.77 -2.03 5.70
C -2.77 -1.58 4.95
C -2.58 -1.13 3.65
N -1.37 -1.14 3.09
H 3.78 -2.32 2.45
H 2.51 -1.30 0.44
H 0.24 -2.46 5.74
H -3.75 -1.56 5.40
H -3.40 -0.77 3.05
I -4.70 2.10 -1.01
C -3.32 2.76 0.43
C -3.27 4.09 0.85
C -2.35 4.51 1.79
I -2.40 6.52 2.41
C -1.38 3.62 2.31
C -0.37 3.92 3.24
C 0.49 2.93 3.64
C 0.40 1.65 3.09
N -0.52 1.33 2.19
C -1.42 2.28 1.83
C -2.43 1.82 0.94
O -2.43 0.56 0.69
H -3.99 4.79 0.46
H -0.30 4.91 3.65
H 1.26 3.12 4.38
H 1.10 0.88 3.38
Se -1.78 -2.57 0.23
P 0.39 -2.21 -2.48
Se -1.21 -0.98 -1.33
C 1.90 -1.16 -2.39
C 2.96 -1.62 -3.18
C 4.19 -0.99 -3.12
C 4.38 0.08 -2.27
C 3.33 0.56 -1.50
C 2.10 -0.07 -1.56
C -0.14 -1.69 -4.15
C -0.62 -2.67 -5.03
C -0.98 -2.32 -6.31
C -0.88 -1.00 -6.73
C -0.43 -0.02 -5.86
C -0.06 -0.36 -4.57
H 2.81 -2.46 -3.84
H 5.01 -1.35 -3.73
H 5.35 0.56 -2.20
H 3.46 1.41 -0.85
H 1.27 0.32 -0.96
H -0.69 -3.69 -4.69
H -1.34 -3.07 -6.99
H -1.13 -0.73 -7.75
H -0.36 1.01 -6.18
H 0.29 0.40 -3.89

# 7
Here is 3 unconnected molecules or ions with the total composition C27H19F2NO4 from the OMol25 dataset. Energies are from wB97M-V/def2-TZVPD.

Properties
HOMO = -9.2 eV
SMILES = O=NOCc1cccc2c1C(=O)c1ccccc1C2=O.Fc1ccccc1.Fc1ccccc1
largest force on an atom = 0.78 eV/A

Positions of all 53 atoms, in Å:
O 3.44 -1.40 -0.86
N 3.67 -0.26 -1.01
O 2.52 0.50 -0.94
C 2.83 1.90 -0.97
C 2.09 2.58 0.17
C 2.84 3.22 1.15
C 2.21 3.84 2.22
C 0.83 3.83 2.33
C 0.07 3.19 1.35
C 0.69 2.57 0.25
C -0.19 1.96 -0.78
O 0.19 1.75 -1.90
C -1.61 1.66 -0.42
C -2.32 0.78 -1.24
C -3.64 0.51 -0.94
C -4.24 1.12 0.16
C -3.53 1.98 0.98
C -2.20 2.26 0.69
C -1.41 3.18 1.52
O -1.93 3.89 2.34
H 2.45 2.30 -1.90
H 3.90 2.07 -0.92
H 3.92 3.23 1.08
H 2.82 4.34 2.96
H 0.35 4.31 3.16
H -1.82 0.34 -2.09
H -4.22 -0.15 -1.58
H -5.28 0.90 0.35
H -3.99 2.46 1.83
F 8.25 -3.49 -5.55
C 7.82 -2.97 -4.38
C 8.75 -2.50 -3.48
C 8.31 -1.96 -2.28
C 6.95 -1.90 -2.00
C 6.03 -2.38 -2.92
C 6.47 -2.92 -4.13
H 9.81 -2.56 -3.72
H 9.03 -1.58 -1.57
H 6.61 -1.48 -1.07
H 4.98 -2.34 -2.70
H 5.77 -3.29 -4.86
F -5.20 -0.85 2.03
C -6.24 -1.66 2.34
C -6.64 -2.61 1.42
C -7.70 -3.44 1.75
C -8.36 -3.30 2.96
C -7.94 -2.33 3.86
C -6.86 -1.50 3.55
H -6.12 -2.70 0.48
H -8.03 -4.20 1.04
H -9.19 -3.94 3.21
H -8.44 -2.21 4.81
H -6.52 -0.74 4.25

# 8
Here is a molecular structure, C27H20Cl3N2PPtS4Sb from the OMol25 dataset. Energies are from wB97M-V/def2-TZVPD.

Properties
HOMO (spin up / spin down) = -6.7 / -6.6 eV
2S+1 = 2
energy relative to the best compared isomer or geometry (same formula, charge and spin) = 2328.10 kJ/mol
largest force on an atom = 4.30 eV/A

Positions of all 59 atoms, in Å:
Pt 1.28 1.08 2.05
S -1.76 -2.92 3.07
Sb -0.25 -1.34 3.47
S 1.82 -2.39 2.26
S -1.21 1.01 2.03
Cl -1.27 3.66 -0.07
C -2.25 2.78 -1.20
C -2.68 3.49 -2.31
C -3.49 2.87 -3.25
C -3.87 1.55 -3.05
C -3.43 0.85 -1.94
C -2.61 1.45 -0.96
P -1.68 0.32 0.11
C 1.49 -2.03 0.59
C 1.60 -3.03 -0.49
C 1.28 -2.97 -1.80
C 0.67 -1.85 -2.57
C 0.47 -0.66 -2.04
C 1.17 -0.79 0.27
C -2.76 -1.14 0.13
C -2.15 -2.36 -0.15
C -2.91 -3.52 -0.17
C -4.26 -3.47 0.14
C -4.86 -2.26 0.45
C -4.12 -1.10 0.45
H -2.37 4.52 -2.43
H -3.82 3.41 -4.12
H -4.51 1.05 -3.77
H -3.73 -0.18 -1.84
H 2.01 -3.97 -0.13
H 1.48 -3.87 -2.37
H 0.40 -2.08 -3.60
H -0.20 1.50 -1.50
H 0.56 1.13 0.45
H -1.10 -2.40 -0.37
H -2.43 -4.47 -0.39
H -4.84 -4.38 0.14
H -5.91 -2.23 0.70
H -4.60 -0.15 0.69
S 2.87 3.15 3.94
C 3.75 1.91 4.69
C 2.90 0.92 5.10
N 1.58 1.13 4.85
C 1.41 2.25 4.17
H 4.82 1.93 4.76
H 3.21 0.00 5.58
H 0.46 2.76 4.11
Cl 5.33 -1.61 -0.07
C 4.49 -0.12 -0.45
C 4.69 0.45 -1.76
C 4.09 1.52 -2.33
C 2.89 2.15 -1.78
C 1.93 1.48 -1.19
Cl 0.53 0.41 -0.79
C 3.82 0.44 0.58
N 3.28 0.94 1.51
H 5.49 -0.03 -2.32
H 4.55 1.96 -3.21
H 2.76 3.23 -1.85